[1]
ORCA calculation (ωB97M-V/def2-TZVPD) on a single C3H4O3 molecule.

Bonds (Å) are listed after each position.
Geometry (Å):
1 O -1.70 -1.55 -0.18  C4 1.206
2 O 1.99 0.20 -0.38  C5 1.403, H8 0.969
3 O -0.38 1.64 -0.19  C6 1.213
4 C -1.65 -0.34 -0.25  O1 1.206, C6 1.527, H9 1.107
5 C 0.90 -0.30 0.36  O2 1.403, C6 1.516, H7 1.104, H10 1.092
6 C -0.37 0.44 -0.02  O3 1.213, C4 1.527, C5 1.516
7 H 1.04 -0.17 1.44  C5 1.104
8 H 1.91 1.17 -0.38  O2 0.969
9 H -2.52 0.29 -0.51  C4 1.107
10 H 0.80 -1.36 0.15  C5 1.092

For the LUMO energy, the calculation gives -0.92 eV. Its HOMO energy is -10.1597 eV. As for the total energy: -9317.0680 eV. As for the SMILES: O=CC(=O)CO. The value obtained for the energy above the lowest of the compared OMol25 structures with the same formula, charge and spin is 157.5 kJ/mol.

=====

[2]
ORCA calculation (ωB97M-V/def2-TZVPD) on a single C3H4O3 molecule.

Bonds (Å) are listed after each position.
Geometry (Å):
1 O -0.67 0.32 -0.18  C4 1.338, C6 1.402
2 O 1.90 0.68 -0.27  C5 1.403, H7 0.966
3 O -2.64 -0.76 -0.59  C6 1.185
4 C -0.08 -0.66 0.50  O1 1.338, C5 1.491
5 C 1.38 -0.42 0.43  O2 1.403, C4 1.491, H8 1.102, H10 1.106
6 C -2.06 0.24 -0.37  O1 1.402, O3 1.185, H9 1.099
7 H 1.16 1.10 -0.73  O2 0.966
8 H 1.72 -0.39 1.48  C5 1.102
9 H -2.48 1.26 -0.32  C6 1.099
10 H 1.78 -1.37 0.04  C5 1.106

For the LUMO energy, the calculation gives 0.06 eV. Its HOMO energy is -9.4502 eV. As for the total energy: -9314.9057 eV. The value obtained for the energy above the lowest of the compared OMol25 structures with the same formula, charge and spin is 366.2 kJ/mol.